# C4H9B

A 2-piece molecular cluster, C4H9B overall (ωB97M-V/def2-TZVPD, the OMol25 dataset).

Calculated values
energy relative to the best compared isomer or geometry (same formula, charge and spin): 4.8587 eV
energy: -4964.432 eV
LUMO level (alpha / beta): 0.011 / 0.016 Eh

Last column: Mulliken charge in e.
Geometry (Å):
B1 -0.234 0.555 -0.668  -0.008
C1 0.108 -2.361 1.894  -0.556
C2 -0.809 -1.702 1.164  -0.380
C3 0.958 1.188 0.119  -0.908
C4 -0.689 1.086 -1.998  -0.991
H1 -0.242 -2.905 2.699  0.285
H2 1.175 -2.124 1.863  0.203
H3 -1.828 -1.862 1.053  0.295
H4 1.456 1.746 -0.704  0.290
H5 1.732 0.701 0.622  0.363
H6 0.567 1.786 0.933  0.309
H7 0.065 1.167 -2.756  0.386
H8 -0.768 2.119 -1.806  0.400
H9 -1.489 0.606 -2.414  0.311

Atoms 1-2, force components in eV/Å:
B 1.51 -1.64 2.24
C -0.55 2.91 -2.11